# 1
{
  "formula": "C47H51InN3O3P2",
  "method": "ωB97M-V/def2-TZVPD",
  "mol_weight_g_mol": 882.71,
  "lumo_energy_ev": -7.330,
  "max_force_ha_per_bohr": 0.0110,
  "total_energy_ha": -3083.70239,
  "homo_lumo_gap_ev": 8.0,
  "total_charge": 3,
  "species": ["In", "C", "C", "C", "C", "C", "C", "C", "C", "P", "C", "C", "C", "C", "C", "C", "C", "C", "C", "C", "C", "C", "C", "O", "C", "C", "C", "C", "C", "C", "P", "C", "C", "C", "C", "C", "C", "C", "C", "C", "C", "C", "C", "H", "H", "H", "H", "H", "H", "H", "H", "H", "H", "H", "H", "H", "H", "H", "H", "H", "H", "H", "H", "H", "H", "H", "H", "H", "H", "H", "H", "H", "H", "H", "H", "N", "C", "C", "O", "O", "H", "H", "H", "H", "H", "C", "C", "N", "C", "C", "C", "C", "N", "H", "H", "H", "H", "H", "H", "H", "H", "H", "H", "H", "H", "H", "H"],
  "xyz": [[0.29726, -0.69873, 0.06076], [-6.61878, 0.71738, 1.11927], [-5.34996, -0.10658, 1.37996], [-5.66432, -1.24606, 2.36697], [-4.84284, -0.71681, 0.08042], [-5.70359, -1.35330, -0.81133], [-5.25171, -1.97537, -1.96555], [-3.90195, -1.97782, -2.25898], [-3.00747, -1.33998, -1.39812], [-1.26988, -1.35300, -1.83832], [-0.99619, -0.18184, -3.17761], [-1.99473, 0.70787, -3.56302], [-1.74481, 1.62486, -4.57613], [-0.50734, 1.65389, -5.20010], [0.49168, 0.76316, -4.81905], [0.25160, -0.14917, -3.80677], [-0.95357, -3.03457, -2.39825], [-1.15036, -4.06106, -1.47143], [-0.97584, -5.37808, -1.85661], [-0.60641, -5.67537, -3.16630], [-0.42062, -4.65713, -4.08801], [-0.59428, -3.33086, -3.70763], [-3.49541, -0.72873, -0.24536], [-2.54038, -0.15557, 0.56280], [-2.94589, 0.69440, 1.57321], [-1.93197, 1.45680, 2.14549], [-2.24691, 2.33448, 3.18120], [-3.55393, 2.43657, 3.61712], [-4.54007, 1.66367, 3.02174], [-4.26653, 0.77529, 1.98437], [-0.24228, 1.32942, 1.55508], [0.08406, 2.79521, 0.55208], [-0.95511, 3.29482, -0.23492], [-0.72945, 4.36904, -1.08209], [0.52842, 4.95305, -1.14520], [1.56433, 4.46115, -0.36077], [1.34910, 3.37864, 0.47860], [0.84821, 1.33287, 2.99146], [1.18761, 0.10665, 3.56766], [1.97715, 0.06850, 4.70692], [2.43155, 1.25264, 5.27544], [2.09031, 2.47440, 4.71064], [1.29864, 2.51866, 3.57146], [-7.40972, 0.09704, 0.70245], [-6.42608, 1.54119, 0.43140], [-7.01500, 1.12695, 2.04630], [-6.43689, -1.89878, 1.95897], [-6.02752, -0.83941, 3.31131], [-4.77820, -1.84924, 2.57187], [-6.76254, -1.37997, -0.59336], [-5.95270, -2.46499, -2.62664], [-3.54078, -2.47627, -3.15023], [-2.96779, 0.67970, -3.08921], [-2.52448, 2.30754, -4.88568], [-0.32053, 2.36341, -5.99502], [1.44768, 0.77438, -5.32573], [1.01934, -0.86819, -3.53714], [-1.46936, -3.83835, -0.45762], [-1.15502, -6.17717, -1.14911], [-0.48823, -6.70671, -3.47147], [-0.16026, -4.89138, -5.11134], [-0.47432, -2.54617, -4.44225], [-1.47396, 2.93127, 3.64805], [-3.80881, 3.11199, 4.42142], [-5.55408, 1.75160, 3.38720], [-1.94864, 2.86645, -0.16919], [-1.54165, 4.76372, -1.67742], [0.69784, 5.80325, -1.79226], [2.53597, 4.93758, -0.38982], [2.15820, 3.01634, 1.10078], [0.82165, -0.82707, 3.14965], [2.22602, -0.88153, 5.16076], [3.04256, 1.22288, 6.16778], [2.43182, 3.39573, 5.16299], [1.03917, 3.47810, 3.14118], [3.44567, -4.42365, -0.26391], [2.33187, -4.28915, 0.72947], [1.50425, -3.07240, 0.34229], [0.74214, -2.54195, 1.20193], [1.63278, -2.65650, -0.82295], [3.99455, -5.27184, -0.10550], [4.07046, -3.61581, -0.22582], [3.04681, -4.43611, -1.20842], [2.74241, -4.22844, 1.73401], [1.72407, -5.19050, 0.64779], [6.45192, 1.61800, -0.74181], [5.12347, 2.25745, -0.38024], [4.21999, 1.33752, 0.34147], [4.49960, 1.13855, 1.77307], [5.12166, -0.21201, 2.10424], [3.21574, 0.70917, -0.25629], [2.97362, 0.92008, -1.71819], [2.40187, -0.11094, 0.39012], [7.06370, 2.32624, -1.29899], [6.30933, 0.73360, -1.36539], [7.01267, 1.32963, 0.14711], [4.60961, 2.63202, -1.26123], [5.27514, 3.11654, 0.27431], [3.57818, 1.30151, 2.34334], [5.17813, 1.93655, 2.06767], [4.41488, -1.03477, 1.97016], [5.43490, -0.22748, 3.14757], [5.99902, -0.40104, 1.48696], [3.88537, 0.79409, -2.30102], [2.59048, 1.92625, -1.89851], [2.24016, 0.20136, -2.07235], [2.58456, -0.13332, 1.38935]],
  "atomic_forces_ev_per_a": [[0.2, 0.0, 0.3], [0.0, 0.0, 0.0], [0.0, 0.0, 0.0], [0.0, 0.0, 0.0], [0.0, 0.0, 0.0], [0.0, 0.0, 0.0], [0.0, 0.0, 0.0], [0.0, 0.0, 0.0], [-0.1, 0.0, 0.0], [0.0, 0.1, -0.1], [0.0, 0.0, 0.0], [0.0, 0.0, 0.0], [0.0, 0.0, 0.0], [0.0, 0.0, 0.0], [0.0, 0.0, 0.0], [0.0, 0.0, 0.0], [0.0, 0.0, 0.0], [0.0, 0.0, 0.0], [0.0, 0.0, 0.0], [0.0, 0.0, 0.0], [0.0, 0.0, 0.0], [0.0, 0.0, 0.0], [0.1, 0.0, 0.0], [0.0, 0.0, 0.0], [0.0, -0.1, -0.1], [0.0, 0.1, 0.1], [0.0, 0.0, 0.0], [0.0, 0.0, 0.0], [0.0, 0.0, 0.0], [0.0, 0.0, 0.0], [-0.1, 0.0, 0.1], [0.0, 0.0, -0.1], [0.0, 0.0, 0.0], [0.0, 0.0, 0.0], [0.0, 0.0, 0.0], [0.0, 0.0, 0.0], [0.0, 0.0, 0.0], [0.0, 0.0, 0.0], [0.0, 0.0, 0.0], [0.0, 0.0, 0.0], [0.0, 0.0, 0.0], [0.0, 0.0, 0.0], [0.0, 0.0, 0.0], [0.0, 0.0, 0.0], [0.0, 0.0, 0.0], [0.0, 0.0, 0.0], [0.0, 0.0, 0.0], [0.0, 0.0, 0.0], [0.0, 0.0, 0.0], [0.0, 0.0, 0.0], [0.0, 0.0, 0.0], [0.0, 0.0, 0.0], [0.0, 0.0, 0.0], [0.0, 0.0, 0.0], [0.0, 0.0, 0.0], [0.0, 0.0, 0.0], [0.0, 0.0, 0.0], [0.0, 0.0, 0.0], [0.0, 0.0, 0.0], [0.0, 0.0, 0.0], [0.0, 0.0, 0.0], [0.0, 0.0, 0.0], [0.0, 0.0, 0.0], [0.0, 0.0, 0.0], [0.0, 0.0, 0.0], [0.0, 0.0, 0.0], [0.0, 0.0, 0.0], [0.0, 0.0, 0.0], [0.0, 0.0, 0.0], [0.0, 0.0, 0.0], [0.0, 0.0, 0.0], [0.0, 0.0, 0.0], [0.0, 0.0, 0.0], [0.0, 0.0, 0.0], [0.0, 0.0, 0.0], [0.0, 0.0, 0.0], [-0.2, -0.1, 0.1], [0.1, 0.0, -0.6], [0.0, 0.1, 0.1], [0.2, -0.1, 0.2], [0.0, 0.0, 0.0], [0.0, 0.0, 0.0], [0.0, 0.0, 0.0], [0.0, 0.1, 0.0], [-0.1, 0.0, 0.1], [0.0, 0.0, 0.0], [-0.1, 0.0, 0.1], [0.0, 0.0, 0.0], [0.0, 0.0, 0.0], [0.0, -0.1, 0.0], [0.0, -0.1, 0.0], [0.0, 0.0, 0.0], [-0.2, 0.3, -0.1], [0.0, 0.0, 0.0], [0.0, 0.0, 0.0], [0.0, 0.0, 0.0], [0.0, 0.0, 0.0], [0.0, 0.0, 0.0], [0.0, 0.0, 0.0], [0.0, 0.0, 0.0], [0.0, 0.0, 0.0], [0.0, 0.0, 0.0], [0.0, 0.0, 0.0], [0.0, 0.0, 0.0], [0.0, 0.0, 0.0], [0.0, 0.0, 0.0], [0.0, 0.0, 0.0]],
  "lowdin_charge": [0.83, -0.01, -0.42, 0.01, -0.07, 0.03, -0.02, -0.05, -0.28, 1.08, -0.36, -0.06, -0.04, -0.04, -0.05, -0.13, -0.37, -0.10, -0.06, -0.05, -0.04, -0.06, -0.18, -0.07, -0.19, -0.27, -0.04, -0.02, 0.03, -0.08, 1.08, -0.34, -0.07, -0.04, -0.04, -0.05, -0.10, -0.37, -0.11, -0.05, -0.04, -0.04, -0.09, 0.09, 0.11, 0.09, 0.10, 0.10, 0.10, 0.13, 0.13, 0.13, 0.11, 0.12, 0.12, 0.12, 0.10, 0.12, 0.12, 0.12, 0.12, 0.11, 0.11, 0.13, 0.13, 0.11, 0.12, 0.12, 0.12, 0.09, 0.09, 0.12, 0.12, 0.12, 0.12, 0.21, -0.01, -0.67, -0.05, -0.04, 0.19, 0.18, 0.17, 0.15, 0.15, -0.05, -0.19, -0.05, -0.17, -0.05, -0.39, 0.02, 0.06, 0.09, 0.08, 0.08, 0.11, 0.13, 0.10, 0.13, 0.06, 0.09, 0.08, 0.10, 0.10, 0.05, 0.03]
}

# 2
{
  "formula": "C47H51N2O6S",
  "method": "ωB97M-V/def2-TZVPD",
  "mol_weight_g_mol": 772.00,
  "lumo_energy_ev": -2.802,
  "max_force_ha_per_bohr": 0.0696,
  "total_energy_ha": -2780.34149,
  "homo_lumo_gap_ev": 8.5,
  "total_charge": 1,
  "species": ["C", "C", "C", "C", "C", "N", "C", "S", "C", "C", "C", "N", "C", "C", "C", "C", "C", "C", "C", "C", "O", "C", "C", "O", "H", "H", "H", "H", "H", "H", "H", "H", "H", "H", "H", "H", "H", "H", "H", "H", "H", "H", "H", "H", "H", "H", "H", "H", "H", "H", "H", "H", "H", "H", "H", "H", "H", "H", "H", "C", "C", "C", "C", "C", "C", "C", "O", "C", "C", "C", "C", "C", "C", "C", "O", "H", "H", "H", "H", "H", "H", "H", "H", "C", "C", "C", "C", "C", "C", "C", "O", "C", "C", "C", "C", "C", "C", "C", "O", "H", "H", "H", "H", "H", "H", "H", "H"],
  "xyz": [[0.00780, -1.98930, -2.69517], [0.35928, -1.04390, -2.02166], [0.63788, 0.45150, -1.66844], [2.10196, 0.73690, -1.04176], [1.85660, 2.24882, -0.52682], [0.37812, 2.48342, -0.41573], [-0.26256, 3.65305, -1.11347], [0.37288, 4.01033, -2.80119], [-0.62279, 3.13027, -4.08548], [0.33900, 2.88827, -5.34746], [-0.22708, 1.11140, -0.51819], [0.17061, 0.51847, 0.81794], [-1.81114, 0.93683, -0.49307], [-2.50948, 0.80564, -1.91188], [-3.89726, 0.02080, -1.68512], [-3.89489, -1.44908, -2.29225], [-3.67490, -2.58634, -1.19524], [-3.06797, -3.89956, -1.91067], [-1.79502, -4.41721, -1.07975], [-0.82341, -5.32974, -1.97438], [0.52592, -5.02297, -1.56717], [1.48787, -5.41568, -2.51638], [1.45938, -5.04318, -4.04530], [2.43419, -6.05626, -2.11311], [-0.27078, -2.87340, -3.31360], [0.57022, 1.11002, -2.57980], [2.93226, 0.65375, -1.80937], [2.45891, 0.05934, -0.22151], [2.47079, 2.85348, -1.24848], [2.33228, 2.53553, 0.46185], [0.25690, 2.69862, 0.59149], [-1.39141, 3.59464, -1.15678], [-0.03492, 4.57004, -0.48240], [-0.97954, 2.12731, -3.72672], [-1.48564, 3.78739, -4.41311], [0.55381, 3.87378, -5.84970], [-0.18224, 2.18961, -6.06464], [1.30674, 2.38413, -5.05327], [-0.03065, -0.49366, 0.79449], [-0.54001, 0.88390, 1.47599], [-2.22739, 1.89094, -0.02136], [-2.12096, 0.10648, 0.21375], [-1.91228, 0.24201, -2.68141], [-2.75394, 1.81468, -2.36287], [-4.13735, -0.08466, -0.58297], [-4.71179, 0.66874, -2.13310], [-4.85187, -1.69802, -2.84949], [-3.02741, -1.55552, -3.02264], [-4.65568, -2.87615, -0.69809], [-2.96380, -2.24852, -0.37613], [-2.76804, -3.68036, -2.98640], [-3.88907, -4.68175, -1.92622], [-1.21272, -3.50188, -0.74185], [-2.11037, -4.94667, -0.13437], [-1.05441, -5.08704, -3.05268], [-1.12576, -6.39735, -1.77635], [1.84282, -3.99333, -4.19372], [0.43495, -5.08923, -4.51253], [2.19934, -5.72442, -4.56479], [6.70396, 4.10564, 3.67140], [8.04903, 4.45881, 3.73862], [8.79076, 4.59878, 2.57360], [8.19316, 4.37437, 1.33644], [6.85105, 3.99669, 1.26988], [6.10570, 3.87429, 2.44078], [6.21473, 3.70661, -0.03718], [5.03961, 3.37980, -0.09618], [7.03034, 3.81125, -1.27050], [6.46331, 3.48669, -2.50129], [7.21534, 3.59427, -3.66298], [8.53450, 4.03538, -3.60191], [9.10555, 4.35462, -2.37772], [8.35869, 4.23434, -1.20855], [8.99015, 4.54416, 0.09726], [10.14265, 4.92523, 0.15174], [6.12348, 4.00554, 4.58173], [8.51847, 4.62707, 4.70123], [9.83644, 4.87900, 2.63117], [5.05960, 3.59428, 2.39464], [5.43565, 3.14564, -2.55596], [6.77347, 3.33619, -4.61899], [9.11895, 4.12596, -4.51056], [10.13459, 4.69304, -2.33513], [-9.15698, -1.70089, 6.19856], [-9.02402, -3.01760, 6.63209], [-7.87253, -3.73451, 6.33722], [-6.85349, -3.14113, 5.59684], [-6.99723, -1.82876, 5.14146], [-8.14696, -1.10719, 5.45441], [-5.94246, -1.20050, 4.31068], [-6.06320, -0.05549, 3.91524], [-4.73837, -1.99425, 3.96064], [-3.76559, -1.43836, 3.13404], [-2.62941, -2.16667, 2.81095], [-2.45485, -3.45130, 3.31961], [-3.42438, -4.01125, 4.13938], [-4.57297, -3.28775, 4.45407], [-5.62017, -3.90963, 5.30269], [-5.47033, -5.03236, 5.74373], [-10.05310, -1.13929, 6.43748], [-9.81925, -3.48399, 7.20257], [-7.77191, -4.75755, 6.68156], [-8.25795, -0.08371, 5.11486], [-3.89468, -0.43698, 2.73727], [-1.87506, -1.73275, 2.16191], [-1.56331, -4.01722, 3.07223], [-3.28692, -5.01341, 4.52952]],
  "atomic_forces_ev_per_a": [[0.1, -0.5, -0.1], [-0.4, 2.2, -0.7], [1.2, -1.1, 1.1], [-0.2, 0.5, -0.2], [3.5, -0.5, -0.3], [-0.7, 0.3, 1.2], [-0.8, 1.4, -1.0], [0.0, -0.2, 0.3], [0.0, -0.5, -1.0], [-0.3, 0.0, 0.4], [-1.1, -3.1, 0.9], [-0.5, 0.3, -0.3], [0.0, 1.9, -1.4], [-1.1, -0.5, 0.6], [-0.3, 0.1, -0.5], [0.3, -0.3, 0.3], [0.0, -0.4, -0.7], [0.0, 0.0, 1.1], [0.0, 0.3, -0.7], [-2.1, 0.9, 1.0], [0.0, -0.7, -2.2], [1.5, -1.1, 0.4], [-0.3, 0.3, 0.1], [-1.1, 1.0, -0.4], [0.4, 1.3, 1.1], [-0.1, -0.9, 0.7], [-1.2, 0.6, 0.6], [-1.0, 0.6, -0.7], [-1.6, 0.1, 0.4], [-0.7, -0.9, -1.1], [0.0, -0.1, -0.6], [1.3, -0.5, 0.3], [0.0, -1.1, -0.9], [0.2, 1.1, -0.2], [0.9, -0.9, 0.6], [-0.1, -1.1, 0.4], [0.5, 0.9, 0.7], [-1.0, 0.7, -0.2], [0.4, 0.6, -0.1], [0.5, -0.3, -0.2], [0.4, -1.2, -0.3], [0.7, 0.8, -1.2], [-0.3, 0.5, 1.0], [0.4, -1.0, 0.7], [0.3, 0.4, -1.1], [0.8, -1.0, 0.5], [1.1, 0.5, 0.6], [-1.1, 0.3, 0.7], [1.2, 0.6, -0.5], [-0.8, -0.3, -1.0], [-0.4, -0.2, 1.3], [1.1, 0.7, -0.2], [-0.5, -1.1, -0.5], [0.3, 0.4, -1.1], [0.6, -0.3, 1.0], [0.8, 0.8, -0.4], [-0.4, -1.0, 0.4], [1.1, -0.1, 0.4], [-1.1, 0.7, 0.7], [0.0, 0.0, -0.1], [0.0, 0.0, -0.1], [0.0, 0.0, 0.2], [-0.2, -0.1, 0.2], [0.0, 0.0, 0.2], [0.0, 0.0, 0.2], [-0.5, -0.1, 0.0], [-0.1, 0.0, 0.0], [0.1, 0.0, -0.2], [0.1, 0.0, -0.2], [0.0, 0.0, 0.1], [0.0, 0.0, 0.1], [0.0, 0.0, -0.2], [-0.1, -0.1, -0.2], [0.8, 0.2, 0.1], [-0.2, -0.1, 0.0], [0.0, 0.0, -0.1], [0.0, 0.0, -0.1], [-0.1, 0.0, -0.2], [0.1, 0.0, -0.1], [0.1, 0.1, 0.1], [0.0, 0.0, 0.1], [0.0, 0.0, 0.1], [-0.1, 0.0, 0.2], [0.1, 0.0, 0.0], [0.1, 0.0, -0.1], [-0.2, 0.0, 0.1], [-0.2, 0.1, 0.0], [-0.1, -0.1, 0.1], [-0.2, 0.0, 0.1], [-0.2, 0.7, -0.1], [0.1, -0.2, 0.0], [0.2, -0.2, -0.1], [0.3, 0.0, -0.2], [-0.2, 0.0, 0.1], [0.0, 0.0, 0.0], [0.2, 0.0, -0.1], [0.2, 0.1, -0.2], [-0.1, -0.7, 0.4], [0.0, 0.2, -0.1], [0.1, 0.0, 0.0], [0.1, 0.0, 0.0], [0.1, 0.1, -0.1], [0.1, -0.1, 0.0], [-0.2, -0.1, 0.2], [0.0, 0.0, 0.0], [-0.1, 0.0, 0.0], [-0.2, 0.1, 0.0]],
  "lowdin_charge": [0.13, -0.03, -0.18, -0.08, -0.12, -0.10, -0.38, 0.89, -0.51, -0.16, -0.40, 0.08, -0.10, -0.18, -0.18, -0.19, -0.19, -0.19, -0.17, -0.19, -0.06, -0.46, 0.00, 0.11, 0.06, 0.13, 0.13, 0.12, 0.11, 0.14, 0.18, 0.11, 0.12, 0.04, 0.09, 0.08, 0.08, 0.07, 0.10, 0.10, 0.13, 0.11, 0.09, 0.10, 0.10, 0.11, 0.12, 0.09, 0.12, 0.08, 0.10, 0.12, 0.09, 0.12, 0.10, 0.14, 0.08, 0.07, 0.10, -0.05, -0.05, 0.01, -0.08, -0.09, -0.01, -0.27, 0.07, -0.09, -0.01, -0.06, -0.05, 0.01, -0.08, -0.28, 0.12, 0.11, 0.11, 0.13, 0.11, 0.11, 0.11, 0.11, 0.13, -0.05, -0.05, 0.01, -0.08, -0.09, 0.00, -0.28, 0.10, -0.08, -0.01, -0.08, -0.05, 0.01, -0.08, -0.28, 0.11, 0.11, 0.11, 0.12, 0.12, 0.11, 0.08, 0.11, 0.13]
}